{
  "formula": "C24H48O24",
  "method": "ωB97M-V/def2-TZVPD",
  "species": ["H", "H", "H", "C", "H", "O", "O", "H", "H", "C", "H", "O", "C", "O", "O", "C", "H", "H", "C", "C", "C", "H", "H", "C", "H", "H", "C", "H", "C", "C", "O", "H", "H", "H", "H", "H", "H", "O", "H", "H", "H", "H", "H", "C", "O", "H", "O", "H", "O", "H", "O", "O", "O", "O", "H", "H", "H", "C", "H", "H", "O", "C", "O", "C", "H", "H", "O", "H", "C", "C", "O", "H", "O", "H", "O", "O", "H", "C", "C", "H", "H", "H", "C", "H", "H", "H", "H", "H", "C", "C", "H", "O", "C", "O", "O", "C"],
  "xyz": [[-1.07768, 4.88012, 7.21181], [-5.27782, 3.77251, 6.30999], [-2.68084, 6.05392, 12.77311], [-1.02909, 3.71957, 9.54060], [0.41411, 3.19707, 14.76364], [0.15818, -0.45025, 13.16928], [-0.56795, 6.33837, 3.85614], [2.22431, 2.23732, 9.56318], [-1.62218, 7.99422, 4.61648], [6.19850, 0.23673, 11.22662], [5.48095, -0.46321, 11.65478], [0.59935, 8.53820, 10.63056], [-4.22617, 3.73543, 6.59414], [-5.13459, 5.87771, 8.23921], [1.52891, 3.89369, 16.89504], [-3.88098, 8.33061, 7.93486], [-1.29364, 0.74792, 14.20178], [0.74043, 6.52845, 10.06109], [-0.18571, 5.09712, 7.79953], [-1.27815, 5.47179, 18.40724], [4.33899, 1.50031, 10.55634], [-0.11751, -1.42578, 9.39307], [6.97388, 0.42212, 11.96991], [0.40478, 4.41278, 17.01808], [-1.41121, -0.88242, 14.61654], [-0.17630, 7.45918, 5.52576], [-1.12811, 2.44729, 11.69437], [-4.10816, 3.27482, 7.57497], [-0.54107, 3.07953, 15.27541], [0.25505, 7.18284, 10.78515], [-4.40944, 6.87078, 12.98141], [-0.33814, 2.19014, 12.40000], [-1.84220, 4.57653, 18.66888], [1.08709, 5.40251, 0.23366], [0.65102, 5.25385, 7.11877], [-7.75418, 9.50488, 13.43406], [-3.85450, 8.52469, 9.00712], [-5.65717, 7.55337, 11.15760], [-0.26631, 11.58739, 8.43922], [-3.84117, 4.96568, 12.22881], [-1.49170, 6.47970, 5.64938], [-3.17890, 9.04783, 7.50968], [-3.63144, 3.11119, 5.92725], [0.11151, 9.18989, 9.63771], [-6.11951, 8.30562, 13.23368], [-1.88691, 1.66809, 11.62253], [-0.43352, 8.62811, 8.66645], [2.51431, 3.92510, 9.41104], [-1.55960, -0.73551, 11.70538], [-7.68911, 8.72781, 11.90998], [-0.71819, 4.09939, 16.27208], [0.00416, 4.05540, 8.74581], [0.10580, 5.22010, 18.05843], [0.62548, -0.44672, 11.00096], [-0.36171, 6.06659, 8.26562], [-4.90372, 8.64419, 7.72563], [0.99663, 10.57466, 7.68302], [1.46055, 6.08940, 0.99313], [-1.56472, 3.31559, 12.18786], [1.62448, 7.12760, 0.70439], [-3.45499, 7.12877, 7.30654], [-0.35511, -0.58937, 11.94362], [4.03781, 2.73673, 10.36460], [0.28202, -0.44664, 9.65721], [-3.41350, 6.43028, 11.19017], [6.64656, -0.30758, 10.39532], [0.46940, 10.45653, 9.79232], [1.44483, 12.00276, 8.60223], [-4.16215, 5.95851, 7.46774], [0.73639, 11.17577, 8.55425], [-2.13294, 4.25253, 9.61565], [0.57949, 6.98176, 11.80614], [0.69765, 8.00652, 2.98586], [-0.06364, 0.00352, 15.14038], [-3.57306, 5.03540, 6.69521], [-0.43869, 2.87541, 10.45197], [-1.34646, 3.11145, 14.54164], [0.27896, 6.86254, 2.95652], [-0.68399, -0.15389, 14.25806], [-1.93099, 5.92520, 17.66137], [-0.56071, 2.04901, 15.63003], [2.15471, 3.21767, 11.02600], [-5.36898, 7.53846, 12.40694], [-0.82181, 7.03639, 10.70133], [-1.35543, 6.21333, 19.20238], [-6.66542, 10.19529, 12.45351], [-0.45424, 0.33759, 9.48111], [1.10008, -0.25011, 8.96421], [-7.05180, 9.19709, 12.65945], [-1.02113, 7.13617, 4.91746], [2.36823, 5.64430, 1.40069], [0.53778, 5.92123, 2.04919], [-3.59880, 6.02752, 12.18593], [3.52324, 0.56180, 10.66269], [5.67536, 1.39788, 10.62249], [2.68019, 3.08131, 10.08082]],
  "forces_ev_per_angstrom": [[0.088, -0.024, -0.141], [0.228, 0.351, -0.099], [0.347, 0.122, -0.420], [0.714, 1.116, 2.192], [0.004, 0.164, 0.030], [0.510, 0.017, -0.547], [-0.047, -0.828, -0.782], [-0.130, -0.068, 0.206], [-0.037, -0.218, -0.060], [0.670, -1.791, -0.723], [-0.445, 0.555, -0.017], [0.394, -0.487, 1.892], [0.510, -0.654, 1.038], [1.408, -0.301, -1.191], [-3.536, 1.934, -0.194], [-0.184, 1.854, -0.385], [0.206, 0.187, -0.953], [0.195, 0.198, 0.074], [-1.292, 0.815, -0.647], [-0.979, 0.291, -0.144], [-1.324, -3.688, 0.596], [-0.276, 0.090, -0.144], [-0.173, 0.660, -0.139], [1.667, -2.295, 0.630], [0.187, -0.767, -0.865], [0.296, 0.658, -0.352], [0.294, 1.426, -0.154], [-0.351, -0.028, 0.067], [0.524, -0.211, -0.408], [-0.241, -0.509, 0.591], [-2.473, 1.227, -0.165], [0.226, -0.494, -0.545], [0.594, -0.266, 0.304], [0.121, 0.563, -0.336], [0.263, -0.779, 0.375], [0.081, -0.739, 0.521], [0.704, -1.356, 0.410], [0.881, -0.367, 1.639], [0.278, 0.531, -1.104], [-0.938, 0.288, -0.356], [-0.742, -0.055, -0.664], [-0.192, 0.090, 0.017], [-0.106, 0.551, -0.289], [-0.112, -0.852, -3.394], [2.427, -1.988, -0.782], [0.332, -0.030, -0.623], [0.477, 1.685, 1.737], [0.987, 0.229, 0.329], [2.412, 0.247, 0.382], [0.555, 0.188, -0.338], [0.956, -0.006, 0.238], [-0.289, -0.370, -0.085], [-0.701, 0.009, -0.784], [0.244, -0.068, 3.006], [-0.051, -0.073, 0.337], [-0.092, -0.497, -0.752], [-0.098, -0.481, 0.458], [0.675, -0.565, 0.534], [-0.330, 0.267, -0.410], [-0.255, -0.168, -0.108], [-1.250, -2.112, 0.984], [-1.927, 0.276, -1.645], [-0.107, 2.665, -0.881], [-1.398, -0.302, -1.295], [-0.281, -0.249, 0.055], [0.318, -0.222, 0.183], [1.182, 0.003, -0.644], [0.108, -0.396, 0.997], [1.096, 1.150, -0.030], [-2.127, 0.613, -0.323], [1.502, -1.229, -0.514], [-0.016, -0.429, -0.192], [-0.304, -1.316, -0.145], [0.524, -0.090, -0.377], [-1.704, 0.990, 0.656], [-1.640, -0.369, 0.055], [-0.145, 0.630, 0.244], [0.419, 1.324, -0.169], [-0.808, 0.177, 1.645], [0.722, 0.008, -0.860], [0.076, 0.403, 0.841], [-0.007, 0.125, -0.110], [-1.514, 1.293, -0.238], [-0.061, 0.043, -0.045], [0.825, -0.411, 0.289], [0.774, -0.494, -0.894], [-0.265, -0.159, -0.132], [0.561, 0.026, 0.859], [-2.085, 1.280, 0.360], [0.857, 0.207, 1.349], [0.433, 0.290, -0.443], [-1.408, 0.150, 1.185], [2.293, -0.702, 0.202], [2.022, 2.121, -0.265], [-0.871, 0.703, 0.744], [-0.853, -1.288, 0.045]],
  "spin_multiplicity": 2,
  "de_lowest_kj_mol": 64.2,
  "homo_ev": [-12.0, -12.0],
  "largest_force_ev_per_a": 4.03,
  "charge": 1
}